{"formula": "C37H31BF4N6O5S2Sm", "method": "the ωB97M-V functional and the def2-TZVPD basis", "elements": ["Sm", "N", "N", "C", "O", "O", "H", "H", "H", "O", "C", "O", "C", "C", "C", "C", "C", "C", "N", "C", "C", "C", "C", "C", "C", "N", "H", "H", "H", "H", "H", "H", "H", "H", "H", "H", "S", "C", "C", "C", "C", "C", "C", "N", "C", "C", "C", "C", "C", "C", "C", "C", "N", "C", "C", "C", "C", "C", "S", "C", "H", "H", "H", "H", "H", "H", "H", "H", "H", "H", "H", "H", "F", "B", "F", "F", "F", "C", "C", "C", "O", "H", "H", "H", "H", "H", "H"], "coordinates": [[16.4414, 9.1181, 9.7532], [14.7367, 10.8387, 10.8920], [15.5226, 11.7497, 11.6410], [16.7913, 11.3665, 12.1335], [17.3335, 12.0890, 12.9715], [17.3195, 10.3320, 11.5534], [14.3771, 11.3201, 10.0401], [13.9875, 10.4502, 11.4424], [15.0170, 12.2444, 12.3594], [7.8798, 10.7293, 7.6502], [8.6690, 11.5417, 6.9095], [8.1530, 12.3331, 6.1251], [10.1552, 11.4265, 7.1237], [10.6469, 11.0672, 8.3721], [12.0361, 10.9552, 8.6051], [12.9826, 11.5637, 7.7438], [12.4156, 11.9753, 6.4764], [11.1026, 11.9370, 6.2096], [14.2908, 11.5553, 8.1261], [15.1481, 12.3193, 7.4721], [16.5651, 12.1340, 7.6023], [17.3071, 12.8565, 6.6371], [18.6621, 13.1715, 6.8649], [19.2825, 12.6384, 8.0457], [18.5116, 11.7867, 8.8649], [17.1881, 11.4812, 8.6103], [8.2654, 10.1188, 8.2572], [9.9426, 10.7692, 9.2102], [12.4648, 10.5064, 9.5116], [13.0590, 12.3956, 5.7147], [10.7262, 12.3098, 5.2776], [14.7989, 13.1072, 6.8412], [16.8630, 13.2392, 5.7238], [19.2046, 13.6445, 6.0788], [20.2645, 12.8785, 8.3573], [18.9243, 11.3687, 9.7559], [10.6254, 7.3545, 11.8239], [9.3804, 6.2283, 12.2355], [9.9187, 5.2527, 12.9974], [11.2848, 5.4138, 13.3189], [11.8824, 6.4418, 12.5796], [13.2872, 6.7589, 12.7079], [13.8659, 7.5315, 11.7101], [15.1512, 7.7371, 11.6008], [16.0169, 7.0916, 12.4432], [15.5553, 6.2893, 13.5523], [16.4895, 5.6729, 14.4174], [17.8212, 5.8805, 14.2855], [18.2878, 6.5501, 13.1228], [19.6342, 6.5449, 12.8179], [20.1246, 7.0432, 11.6034], [19.2156, 7.6526, 10.7419], [17.8856, 7.6680, 11.0315], [17.3977, 7.1103, 12.1978], [21.6045, 7.2305, 11.4722], [22.6369, 6.8231, 12.3081], [23.9688, 6.8877, 11.7064], [23.8988, 7.2872, 10.4111], [22.3043, 7.7918, 10.0130], [14.1654, 6.1304, 13.6313], [8.3566, 6.4393, 11.9576], [9.3450, 4.4005, 13.3804], [11.8418, 4.7950, 14.0162], [13.2261, 8.0385, 10.9893], [16.0001, 4.9899, 15.1322], [18.5902, 5.5184, 15.0244], [20.3103, 6.0269, 13.4765], [19.5708, 7.9323, 9.7371], [22.3808, 6.6157, 13.3565], [24.8626, 6.5715, 12.2526], [24.6431, 7.3937, 9.6458], [13.7027, 5.6134, 14.4755], [14.2489, 8.3878, 8.5958], [14.6959, 6.9883, 8.2068], [15.0348, 7.0249, 6.8712], [13.7382, 6.0041, 8.4019], [15.8870, 6.8592, 9.0495], [18.9928, 7.6104, 6.2504], [18.0099, 8.5094, 6.8780], [17.1254, 9.3076, 5.9654], [17.9657, 8.5708, 8.1549], [19.9749, 8.0628, 6.3911], [18.7509, 7.6153, 5.1696], [19.0658, 6.6007, 6.6714], [16.8158, 8.5594, 5.2066], [17.6550, 10.0766, 5.3828], [16.2211, 9.6157, 6.4557]], "forces_ev_per_angstrom": [[-1.547, 1.124, 1.732], [0.683, 0.266, -0.935], [-0.305, 0.087, 0.449], [1.149, 0.693, 0.337], [-0.912, -0.951, -0.883], [-0.469, -0.562, -0.837], [0.240, -0.495, 1.037], [-0.239, -0.088, 0.173], [-0.120, 0.297, -0.103], [-0.984, 1.125, -1.009], [-0.814, 1.070, -1.308], [1.289, -1.751, 1.601], [0.516, 0.930, 1.014], [-0.102, -1.506, 0.945], [0.622, 1.108, 0.182], [-3.913, -0.840, -0.916], [2.649, 0.489, 1.210], [-2.188, -0.547, -0.087], [2.952, 1.118, -1.879], [-2.642, -2.860, 2.074], [2.319, 1.199, -0.400], [1.381, 0.475, 0.797], [-0.569, -2.352, 1.351], [-2.497, -0.053, -0.805], [-1.412, 0.615, -1.859], [0.752, 0.744, 0.296], [1.015, -0.520, 0.377], [1.012, 0.278, -1.143], [-0.656, 0.240, -0.234], [0.132, -0.065, -0.046], [-0.056, 0.071, -0.409], [-0.079, 0.366, -0.690], [-0.310, 0.010, 0.276], [0.447, 0.626, -0.091], [0.853, 0.209, 0.027], [0.160, -0.422, 0.470], [0.196, 0.073, -0.672], [0.884, 0.912, -0.093], [-0.609, -1.284, 1.236], [0.534, 0.569, -1.399], [-1.697, -0.980, 2.465], [1.216, -1.035, 0.161], [0.077, 0.745, -0.043], [1.581, -0.233, 0.058], [-2.000, -0.463, 0.724], [-0.403, 1.207, -2.280], [-0.348, -0.755, 0.976], [0.125, -0.663, 1.125], [-0.084, -0.076, -0.147], [0.749, -0.068, -1.281], [1.138, 1.245, 2.130], [-1.641, -1.082, 0.275], [1.291, -0.454, 0.058], [2.006, 1.084, -1.393], [0.732, -0.914, -0.212], [-0.410, 0.572, 0.017], [-1.226, -0.592, 0.966], [-0.601, 0.589, 0.289], [-0.133, -0.434, -1.025], [-1.337, 0.898, -0.066], [0.183, -0.240, -0.083], [0.124, 0.502, -0.122], [-0.239, -0.135, -0.362], [0.108, -0.123, -0.063], [0.821, 0.518, 0.084], [-1.085, 0.155, -0.930], [0.150, 0.114, 0.274], [-0.602, 0.395, 0.632], [0.659, -0.324, -0.528], [-0.345, 0.181, -0.413], [0.360, 0.103, 0.121], [0.404, -0.117, -0.291], [0.619, -0.883, 0.111], [-0.903, -0.249, -0.428], [0.527, 0.379, 0.270], [0.903, 1.207, 0.649], [-0.541, -0.193, -0.583], [0.095, 0.068, -1.155], [0.083, 0.213, 2.860], [0.054, -1.472, -0.532], [0.223, 0.044, -3.656], [0.168, 0.099, -0.036], [0.553, -0.485, 0.561], [-0.378, 0.305, -0.007], [-0.039, 0.407, 0.270], [-0.059, -0.064, 0.558], [-0.240, 0.606, 0.217]], "s_squared": 8.757, "multiplicity": 6, "homo_lumo_gap_ev": [6.36, 6.36], "e_homo_ev": [-10.5, -10.5], "charge": 1, "relative_energy_kcal_mol": 37.97}